This record from the OMol25 dataset describes a cluster of 2 separate species, C5H11NO2 in total in a non-equilibrium geometry. The level of theory is ωB97M-V with the def2-TZVPD basis set.

The geometry in XYZ format:
```
19
Properties=species:S:1:pos:R:3:forces:R:3
C -0.8009 -0.4672 0.6815 2.7 -2.5 0.1
C 1.8684 -0.7298 1.1962 0.3 -0.9 0.0
C 0.9131 -0.8066 0.0705 -3.5 2.5 2.3
N -1.8531 -0.8345 -0.2148 -0.2 0.4 -0.4
C 1.0313 -0.8471 -1.2170 -0.8 0.9 -2.3
H -1.9472 -0.1867 -0.9903 0.1 0.0 0.1
H -1.6655 -1.7278 -0.6555 0.1 0.0 0.2
H -0.7144 -1.2633 1.4225 -0.3 -0.3 0.1
H -1.0502 0.3581 1.3496 0.5 0.5 -0.7
H 2.8720 -0.9923 0.8571 0.1 0.0 0.1
H 1.9009 0.2827 1.6053 -0.1 0.0 -0.1
H 1.5768 -1.4007 2.0085 0.1 0.0 0.1
H 0.2302 -0.2699 -1.8086 1.2 -2.0 0.7
H 1.9166 -1.1436 -1.7645 0.2 0.0 0.2
C -0.4313 1.8821 -0.5258 -0.8 1.4 -3.2
O -1.5144 2.3581 0.1189 0.2 -0.5 0.1
O -0.5015 1.3929 -1.6556 -0.2 1.1 2.3
H -2.3121 2.0630 -0.3582 0.3 0.1 0.1
H 0.4813 2.3326 -0.1196 0.0 -0.7 0.4
```
Forces are in eV/Å.

Frontier orbital gap: 9.59 eV
Relative energy (zero: lowest compared OMol25 entry of this formula, charge and spin): 331.5 kJ/mol
E_HOMO: -8.730 eV

Results of the Mulliken charge analysis, in e, for atoms 1 through 5: atom 1 (C): -0.95, atom 2 (C): -1.20, atom 3 (C): 0.73, atom 4 (N): -0.57, atom 5 (C): -0.69

=====

This record from the OMol25 dataset describes a cluster of 3 separate species, C5H11NO2 in total in a non-equilibrium geometry. The level of theory is ωB97M-V with the def2-TZVPD basis set.

The geometry in XYZ format:
```
19
Properties=species:S:1:pos:R:3:forces:R:3
C 1.8814 -1.3962 -0.3497 -0.1 -0.2 -0.1
C -0.2662 -2.2844 1.9999 -0.8 -0.1 -0.1
O 1.7960 -0.8565 0.9447 -0.4 -0.8 1.3
N -1.2137 -1.8704 1.4700 0.5 -0.4 0.4
H -1.8702 -1.3469 0.9075 -0.1 0.3 -0.2
H 1.3172 -1.5113 1.5577 1.1 1.2 -1.2
H 2.3606 -2.3814 -0.3518 0.0 0.1 -0.1
H 0.8915 -1.4983 -0.8115 0.0 0.0 -0.1
H 2.4792 -0.7105 -0.9513 0.0 -0.1 0.0
C -0.4484 1.4331 0.7992 -0.1 -0.1 0.2
C -0.8133 1.5783 -1.7065 -0.2 -0.2 -0.2
C -1.1910 0.9349 -0.4016 0.3 0.3 0.0
O -2.0215 0.0521 -0.3385 -0.2 -0.2 -0.1
H 0.4615 0.8318 0.9011 0.0 0.0 0.0
H -1.0372 1.2988 1.7038 0.0 0.0 0.0
H -0.1614 2.4745 0.6888 0.0 0.1 0.0
H -1.1932 2.5989 -1.7197 0.0 0.1 0.0
H -1.2401 1.0304 -2.5421 0.0 0.0 0.0
H 0.2687 1.6229 -1.7999 0.1 0.1 0.0
```
Forces are in eV/Å.

Frontier orbital gap: 10.95 eV
Relative energy (zero: lowest compared OMol25 entry of this formula, charge and spin): 231.0 kJ/mol
E_HOMO: -10.099 eV

Results of the Mulliken charge analysis, in e, for atoms 1 through 5: atom 1 (C): -0.58, atom 2 (C): -0.32, atom 3 (O): -0.51, atom 4 (N): -0.02, atom 5 (H): 0.35

=====

This record from the OMol25 dataset describes an isolated molecule of C5H11NO2 in a non-equilibrium geometry. The level of theory is ωB97M-V with the def2-TZVPD basis set.

The geometry in XYZ format:
```
19
Properties=species:S:1:pos:R:3:forces:R:3
C -1.7447 -0.1992 -1.0049 0.1 0.3 0.4
C -0.6967 0.4407 0.0257 -1.0 -0.6 -1.3
C 1.1759 0.3614 2.3714 -0.5 0.2 -0.3
N 1.4376 -0.1961 1.0605 0.7 -0.9 -1.5
C 0.7557 0.0910 -0.1785 0.7 0.6 2.3
C 1.4343 0.2010 -1.3222 -0.1 -0.2 -0.5
O -1.3727 -0.2508 -2.3604 0.3 0.2 0.4
O -2.0928 -1.5107 -0.6177 -0.2 0.0 0.4
H -0.6854 -0.9388 -2.3875 -0.1 0.3 -0.2
H -2.9364 -1.6960 -1.0639 0.5 -0.1 0.2
H -2.6491 0.4180 -0.9477 0.2 0.1 -0.2
H 2.4201 -0.4273 0.9240 -0.5 0.2 -0.1
H -1.0626 0.1450 1.0136 0.2 0.1 -0.1
H -0.7939 1.5287 -0.0659 -0.1 -0.2 0.0
H 0.9108 1.4217 2.3017 0.0 0.0 0.2
H 0.3687 -0.1832 2.8708 0.0 0.2 0.1
H 2.0716 0.2839 2.9968 -0.2 -0.1 -0.3
H 2.4974 -0.0143 -1.3719 -0.1 0.1 0.1
H 0.9620 0.5250 -2.2441 0.0 -0.2 0.2
```
Forces are in eV/Å.

Frontier orbital gap: 8.79 eV
Relative energy (zero: lowest compared OMol25 entry of this formula, charge and spin): 190.0 kJ/mol
E_HOMO: -7.926 eV

Results of the Mulliken charge analysis, in e, for atoms 1 through 5: atom 1 (C): -0.14, atom 2 (C): -0.41, atom 3 (C): -0.87, atom 4 (N): -0.27, atom 5 (C): 0.60

=====

This record from the OMol25 dataset describes a cluster of 2 separate species, C5H11NO2 in total in a non-equilibrium geometry. The level of theory is ωB97M-V with the def2-TZVPD basis set.

The geometry in XYZ format:
```
19
Properties=species:S:1:pos:R:3:forces:R:3
C -0.6552 1.8937 -0.1124 0.2 0.1 -2.4
C -0.7294 0.4567 0.2443 1.1 0.4 -0.8
C -0.3860 -0.6875 -0.7503 -1.6 2.7 -3.1
C 0.6230 -0.2841 0.2101 1.3 -0.3 1.8
C 1.9933 0.1892 -0.0997 3.9 4.9 0.5
H -0.2904 2.4690 0.7197 -0.2 0.4 0.4
H 0.1589 1.9204 -0.8765 -0.8 0.6 0.3
H -1.5952 2.3230 -0.5727 0.9 -0.5 0.7
H -2.3085 -0.5111 0.8497 1.6 1.4 0.7
H -0.2577 -0.1441 -1.7858 -0.2 -2.0 1.5
H -1.6454 -2.3982 -1.1621 0.0 0.9 -0.7
H -0.4324 -2.6238 -0.1114 -1.5 1.9 -0.6
H 2.0843 1.6418 -0.4957 -0.2 -4.7 0.6
H 2.7084 -0.5277 -0.7418 -1.9 1.9 1.2
H 2.5344 0.3779 0.9961 -1.3 -0.7 -3.0
H 0.0646 -1.3010 1.7298 1.6 0.0 -0.5
N -1.1253 -1.8637 -0.4815 1.8 -3.3 1.3
O -1.6870 0.2304 1.1860 -1.6 -2.4 0.5
O 0.9455 -1.1608 1.2543 -3.1 -1.3 1.6
```
Forces are in eV/Å.

Frontier orbital gap: 9.29 eV
Relative energy (zero: lowest compared OMol25 entry of this formula, charge and spin): 482.9 kJ/mol
E_HOMO: -8.598 eV

Results of the Mulliken charge analysis, in e, for atoms 1 through 5: atom 1 (C): -1.22, atom 2 (C): 0.55, atom 3 (C): 0.03, atom 4 (C): 0.63, atom 5 (C): -1.30

=====

Which value of frontier orbital gap does entry 2 give? 10.95 eV

=====

Look up the E_HOMO of the fourth one. -8.598 eV